[1]
Molecular formula: C28H46FNO16
Method: DFT, ωB97M-V/def2-TZVPD

Last column: Löwdin charge in e.
Atoms and positions in Å:
C 1.838719 -3.531232 2.388679  -0.0787
C 2.482074 -3.178189 1.049861  -0.3839
C 4.010030 -3.431868 1.149972  -0.0572
C 1.829573 -3.820560 -0.189960  -0.1326
C 0.862676 -4.983657 0.045749  -0.3552
C 1.700069 -6.280468 0.080491  -0.0562
C -0.046868 -5.139492 -1.164526  -0.1480
O -1.252998 -4.360968 -1.205165  -0.0832
N -1.461086 -3.584432 -0.047822  -0.0352
C -2.289071 -4.305315 0.947229  -0.0671
C -3.749995 -3.917322 1.045495  -0.2084
O -4.318043 -3.931457 2.123606  0.0474
C -2.074904 -2.378485 -0.510531  -0.4453
O -2.805217 -2.281436 -1.485860  0.1497
O -1.754568 -1.298330 0.277557  0.0299
C -0.672428 -0.519168 -0.244024  -0.3563
C 0.328909 -0.301298 0.847528  0.0220
F -0.111391 -1.150793 -1.317410  0.0520
H 2.383250 -3.050947 3.191037  0.0808
H 0.808546 -3.186304 2.396776  0.0606
H 1.849868 -4.601311 2.567038  0.0759
H 2.393332 -2.104663 0.945896  0.0946
H 4.231529 -3.990473 2.052993  0.0663
H 4.518377 -2.484124 1.278145  0.0712
H 4.406022 -3.942333 0.282015  0.0666
H 1.363528 -3.041714 -0.782906  0.1016
H 2.626222 -4.203739 -0.822215  0.1068
H 0.338946 -4.954553 0.990670  0.1034
H 1.075439 -7.109773 0.395174  0.0799
H 2.048451 -6.474947 -0.929378  0.0839
H 2.563062 -6.182583 0.727857  0.0785
H -0.328780 -6.185857 -1.272507  0.1197
H 0.522660 -4.868472 -2.047972  0.1311
H -1.828654 -4.185233 1.919527  0.1259
H -2.255762 -5.352879 0.673957  0.1432
H -4.329987 -3.649726 0.151439  0.1341
H -1.088144 0.406468 -0.623730  0.1578
H 0.337262 -1.185952 1.472103  0.0746
H 1.319364 -0.116730 0.453059  0.0634
H 0.009601 0.541263 1.448746  0.0899
C 0.978551 4.670249 2.454850  -0.0158
C 2.267216 3.965117 2.110229  -0.3145
C 2.963354 4.488869 0.876210  -0.0950
O 3.648424 3.312885 0.399627  0.0714
C 2.960555 2.236136 0.828311  -0.5634
O 3.140303 1.121076 0.451658  0.1411
O 2.027484 2.589367 1.741218  0.0769
H 1.143264 5.742361 2.558207  0.0940
H 0.225593 4.496916 1.685695  0.0930
H 0.570999 4.291855 3.392038  0.0852
H 2.942482 3.966747 2.970318  0.1583
H 3.665447 5.279356 1.088917  0.1184
H 2.269921 4.823300 0.103947  0.1428
C 6.968347 5.533496 -4.141388  -0.0218
C 6.780799 6.003281 -2.720356  -0.3258
C 6.898305 4.917831 -1.674071  -0.0858
O 6.041686 5.408806 -0.634181  0.0650
C 5.112201 6.202233 -1.211630  -0.5563
O 4.139837 6.602089 -0.657492  0.1498
O 5.435054 6.466233 -2.496682  0.0940
H 7.924790 5.023809 -4.256044  0.0915
H 6.164616 4.856307 -4.430848  0.0938
H 6.942300 6.377075 -4.830231  0.0868
H 7.459507 6.831943 -2.501458  0.1582
H 7.912173 4.790125 -1.303668  0.1392
H 6.513988 3.954053 -2.015555  0.1435
C -3.949807 -0.547706 2.711028  -0.0200
C -3.557939 0.715896 3.433892  -0.3239
C -4.691830 1.434784 4.127237  -0.0921
O -4.254672 2.800771 4.088974  0.0637
C -3.429598 2.938616 3.021894  -0.5676
O -3.044642 3.975416 2.594969  0.1625
O -3.106373 1.725456 2.510655  0.0775
H -4.450004 -1.246425 3.382041  0.0932
H -4.609378 -0.326617 1.870728  0.0992
H -3.064046 -1.031087 2.303921  0.0640
H -2.740711 0.512993 4.131707  0.1594
H -4.837383 1.110694 5.154584  0.1385
H -5.637324 1.354721 3.585575  0.1399
C -4.526136 -0.363602 -2.957779  -0.0364
C -5.507296 0.362566 -3.844784  -0.3265
C -6.883950 0.542781 -3.248468  -0.0994
O -7.720850 0.569932 -4.411240  0.0596
C -7.089170 -0.131542 -5.387334  -0.5658
O -7.589311 -0.462435 -6.408900  0.1678
O -5.810588 -0.401579 -5.026563  0.0860
H -4.439929 0.133654 -1.991175  0.0899
H -4.831945 -1.395901 -2.800426  0.0833
H -3.539384 -0.394154 -3.416391  0.0870
H -5.092781 1.322733 -4.165108  0.1574
H -6.986514 1.467020 -2.684851  0.1366
H -7.185247 -0.299448 -2.620399  0.1385

Atomic forces in eV per Å
-0.171 0.122 -0.545
0.725 -0.088 0.249
-0.538 0.202 0.295
-0.151 0.304 0.482
1.029 -0.683 -0.661
-0.485 0.350 -0.112
-0.103 0.006 0.509
-0.481 -0.226 -0.131
-0.140 0.278 -0.336
0.157 0.520 -0.221
-0.792 -0.135 1.396
0.570 0.039 -0.917
-1.305 0.635 -1.982
1.694 -0.275 2.125
-0.268 -0.891 -0.350
0.121 0.678 0.369
-0.289 -0.200 0.053
0.110 -0.455 -0.183
0.051 0.167 0.246
-0.255 -0.017 0.226
0.015 -0.242 0.093
-0.176 0.228 -0.126
0.165 -0.423 0.024
0.264 0.190 -0.163
0.187 -0.103 -0.130
-0.344 0.157 0.007
0.107 -0.104 -0.226
-0.357 0.411 0.026
0.062 -0.296 0.123
0.240 -0.199 -0.151
0.133 -0.036 0.199
-0.286 -0.102 0.021
0.097 0.057 -0.247
-0.044 -0.029 0.338
0.049 -0.265 -0.063
0.285 -0.023 -0.275
-0.195 0.179 -0.126
0.150 -0.170 0.141
0.052 0.168 -0.092
0.041 0.197 0.167
-0.196 -0.331 0.070
-0.357 0.305 -0.009
-0.007 -0.208 0.262
-0.086 0.040 -0.018
-0.076 0.142 0.053
0.198 -0.132 -0.081
0.173 -0.018 0.028
0.057 0.005 -0.009
0.053 0.078 -0.076
0.019 0.049 0.019
0.070 -0.070 -0.055
0.202 -0.020 -0.066
-0.063 0.005 0.041
-0.284 0.185 -0.162
0.138 -0.230 -0.345
0.111 -0.036 0.121
0.049 -0.022 -0.056
0.041 -0.020 -0.106
-0.027 0.278 -0.094
0.074 0.028 0.153
0.024 0.010 0.051
0.042 -0.099 0.094
0.059 0.004 0.010
-0.032 0.004 0.088
-0.057 0.057 0.162
-0.030 0.038 -0.080
0.196 0.015 -0.235
-0.222 -0.380 -0.134
0.004 0.078 0.156
-0.038 -0.078 -0.075
-0.019 -0.158 0.039
0.100 0.191 -0.064
0.028 0.079 0.138
0.019 0.027 0.041
-0.094 0.060 0.081
-0.018 -0.047 0.040
-0.004 0.089 0.037
0.043 0.160 0.049
0.043 -0.059 -0.067
0.051 -0.097 -0.332
0.250 -0.176 0.354
-0.109 0.162 0.000
0.054 -0.057 0.083
0.126 -0.001 0.081
-0.096 -0.039 -0.173
-0.125 0.158 -0.009
-0.007 0.024 -0.005
-0.108 0.024 0.066
0.020 0.025 0.047
-0.090 0.027 -0.044
-0.115 0.050 -0.114
0.097 -0.044 -0.010

Summary:
charge: 0
relative energy (zero: lowest compared OMol25 entry of this formula, charge and spin): 0.00 kJ/mol
SMILES string: CC(C)C[C@H](C)CON(CC=O)C(=O)O[C@@H](C)F.C[C@@H]1COC(=O)O1.C[C@@H]1COC(=O)O1.C[C@@H]1COC(=O)O1.C[C@@H]1COC(=O)O1
2S+1: 1
LUMO level: 0.015 Eh
orbital gap: 0.3665 hartree
E: -2452.94800 a.u.
HOMO: -0.35141 hartree

---

[2]
Molecular formula: C28H46N5OPS2Tc
Method: DFT, ωB97M-V/def2-TZVPD

Last column: Mulliken spin population.
Atoms and positions in Å:
Tc 0.411558 0.166062 0.213650  2.5096
C 2.702202 0.491669 4.036507  0.0009
C 1.336033 0.378901 3.416795  0.0304
C 1.013745 -0.834150 2.764542  0.0236
C 1.994086 -1.977390 2.797569  0.0208
C -0.309161 -1.070067 2.335319  -0.0831
C -0.751152 -2.498132 2.124471  0.0092
C -1.234478 -0.001129 2.338400  0.0661
C -2.660115 -0.247557 1.907278  0.0112
C -0.888380 1.222781 2.954641  0.0439
C -1.966998 2.272882 3.055519  -0.0192
C 0.380394 1.393223 3.538787  0.0148
C 0.746515 2.663232 4.268186  -0.0013
H 3.488632 0.380784 3.287516  0.0020
H 2.848481 -0.311156 4.761573  0.0029
H 2.862523 1.428656 4.554483  0.0004
H 1.924268 -2.492586 3.759786  -0.0017
H 3.021111 -1.639889 2.688077  0.0002
H 1.798096 -2.709988 2.019026  0.0030
H -0.410201 -2.920403 1.180560  -0.0002
H -1.832721 -2.583987 2.171737  -0.0011
H -0.347867 -3.112468 2.929064  0.0019
H -3.251803 -0.613034 2.750937  -0.0009
H -2.715072 -0.984919 1.111991  0.0059
H -3.145728 0.656385 1.549528  -0.0007
H -2.378050 2.525717 2.075471  0.0014
H -1.635231 3.192365 3.521744  0.0004
H -2.803111 1.897699 3.648594  0.0026
H 0.704177 2.516834 5.349283  0.0008
H 0.086994 3.492120 4.034510  0.0000
H 1.758324 2.980260 4.024666  -0.0003
S 0.652825 1.077591 -1.895148  0.0934
C 2.198494 0.513920 -2.506055  0.0497
C 2.646356 0.927932 -3.758608  0.0102
C 3.853046 0.452152 -4.239994  0.0157
C 4.617110 -0.431949 -3.481089  0.0102
C 4.177829 -0.841086 -2.234619  0.0170
C 2.961383 -0.363465 -1.752620  0.0473
S 2.395105 -0.886380 -0.170701  0.0790
H 2.054143 1.620504 -4.342717  -0.0003
H 4.203756 0.772401 -5.210858  0.0012
H 5.558754 -0.800200 -3.862702  0.0004
H 4.767928 -1.524900 -1.638539  0.0013
C -2.529465 -3.980399 -2.788030  -0.0001
N -2.334378 -3.092040 -1.641498  0.0000
C -3.069824 -3.516503 -0.454209  -0.0006
P -1.673511 -1.609388 -1.759901  0.0278
O -0.823300 -1.338523 -0.506407  0.0331
N -0.728579 -1.554450 -3.082710  -0.0048
C -1.123737 -0.979715 -4.360762  0.0066
C 0.456120 -2.412484 -3.132635  0.0049
N -2.872894 -0.490661 -1.818046  -0.0109
C -4.131143 -0.760979 -2.521649  0.0009
C -2.634211 0.921323 -1.574261  0.0055
H -2.095668 -4.959131 -2.579549  0.0002
H -2.065953 -3.578325 -3.680705  0.0000
H -3.596224 -4.114522 -2.983943  -0.0002
H -2.747852 -4.515367 -0.157578  -0.0004
H -4.144108 -3.543547 -0.653758  0.0001
H -2.881843 -2.836387 0.372343  0.0015
H -2.000119 -0.348993 -4.247772  -0.0018
H -1.344262 -1.755021 -5.099486  0.0001
H -0.309629 -0.363322 -4.746990  0.0012
H 0.766364 -2.687838 -2.125845  -0.0044
H 1.275145 -1.868535 -3.605579  -0.0014
H 0.267006 -3.322676 -3.706585  0.0006
H -4.239595 -1.824360 -2.712088  0.0001
H -4.179100 -0.231250 -3.475548  -0.0001
H -4.969656 -0.436333 -1.904482  0.0001
H -1.932266 1.060748 -0.742985  0.0144
H -3.571158 1.390128 -1.270784  0.0009
H -2.240860 1.451015 -2.445844  0.0039
C 1.237151 5.529133 1.313511  -0.0003
N 1.573792 4.119304 1.116962  0.0119
C 2.833047 3.575324 1.141080  -0.0023
C 2.682554 2.240422 0.946758  0.0302
N 1.338043 1.964115 0.816407  -0.0924
C 0.705793 3.124309 0.922225  0.0256
H 2.101026 6.131471 1.048463  -0.0001
H 0.973567 5.712924 2.352936  0.0005
H 0.406902 5.797237 0.665762  0.0001
H 3.714641 4.173973 1.283077  0.0002
H 3.431791 1.474035 0.872903  0.0027
H -0.357404 3.276055 0.850639  -0.0219

Atomic forces in eV per Å
0.175 -0.474 -0.502
-0.036 -0.003 -0.012
0.019 0.034 0.010
-0.082 -0.103 0.182
-0.014 0.022 -0.012
0.209 -0.087 -0.025
0.014 -0.032 0.002
-0.037 0.006 -0.096
-0.031 0.010 -0.026
-0.055 0.066 -0.012
0.023 0.011 -0.005
0.084 0.050 -0.028
-0.024 -0.007 -0.029
-0.006 0.010 -0.018
0.008 -0.014 0.002
-0.008 0.015 0.015
0.001 0.003 0.014
0.009 0.007 -0.016
-0.021 -0.013 0.002
-0.019 -0.003 0.023
0.053 0.000 -0.017
0.003 0.007 0.029
0.003 0.000 0.013
0.012 0.062 0.026
-0.006 0.016 -0.006
0.006 0.000 0.002
-0.013 -0.019 -0.006
-0.008 -0.017 0.004
0.020 -0.005 0.012
0.008 -0.010 0.008
0.029 0.010 -0.028
-0.070 -0.133 0.182
-0.007 0.089 -0.048
-0.001 -0.007 0.025
0.024 -0.045 0.018
-0.027 0.026 -0.022
-0.049 0.029 0.008
0.113 -0.041 0.013
-0.364 0.159 0.086
-0.008 0.008 -0.008
0.011 0.006 -0.016
0.013 -0.001 -0.011
0.010 -0.019 0.007
-0.014 -0.033 0.081
0.027 -0.061 -0.047
-0.002 0.081 0.035
0.213 0.009 0.063
-0.064 0.442 0.104
-0.104 -0.241 -0.078
0.054 0.034 -0.003
0.026 0.052 -0.032
-0.034 -0.013 -0.097
-0.012 0.020 0.043
-0.051 0.079 0.126
0.004 -0.002 0.015
0.060 0.063 -0.075
-0.004 0.002 -0.009
0.010 -0.010 0.003
-0.009 0.003 0.008
-0.037 -0.063 -0.076
-0.054 0.027 0.024
-0.007 -0.012 0.010
0.022 0.004 0.005
-0.011 -0.013 0.018
-0.002 0.004 -0.007
-0.004 -0.017 -0.018
0.010 -0.045 -0.009
0.010 0.003 -0.013
0.004 0.009 0.004
-0.014 -0.029 -0.010
-0.023 -0.016 -0.024
-0.011 -0.012 0.000
0.023 -0.038 0.004
0.019 0.085 0.004
-0.018 0.015 0.020
-0.042 -0.053 -0.010
0.084 0.078 0.173
0.034 -0.008 0.009
-0.011 0.007 -0.011
0.008 0.004 0.008
-0.007 0.000 0.005
0.017 0.033 0.005
0.005 -0.019 0.010
-0.055 0.014 -0.005

Summary:
charge: +2
2S+1: 4
LUMO level (alpha / beta): -0.254 / -0.273 Eh
orbital gap (alpha / beta): 0.2276 / 0.2183 hartree
E: -2661.69951 a.u.
HOMO (alpha / beta): -0.48198 / -0.49176 hartree

---

The lowest charge belongs to which entry? C28H46FNO16

---

Which of these has the highest 2S+1? C28H46N5OPS2Tc

---

Look up the 2S+1 of the second one. 4

---

Look up the E of the first one. -2452.94800 a.u.